Model w:
{"formula": "C6H12NO2P", "method": "ωB97M-V/def2-TZVPD", "symbols": ["C", "P", "O", "O", "C", "C", "C", "C", "C", "N", "H", "H", "H", "H", "H", "H", "H", "H", "H", "H", "H", "H"], "xyz": [[-0.892, 0.316, 2.936], [0.299, -0.169, 1.645], [1.145, -1.338, 1.960], [1.191, 1.068, 1.214], [1.121, 1.536, -0.128], [0.183, 0.511, -0.825], [0.875, -0.786, -1.341], [-0.102, -1.957, -1.113], [-1.174, -1.406, -0.183], [-0.696, -0.068, 0.297], [-1.024, 1.422, 3.270], [-1.831, 0.101, 2.493], [-0.887, -0.387, 3.763], [2.145, 1.309, -0.471], [0.981, 2.599, -0.159], [-0.338, 0.962, -1.682], [1.721, -0.979, -0.630], [1.285, -0.777, -2.380], [-0.394, -2.272, -2.158], [0.477, -2.841, -0.701], [-2.202, -1.357, -0.512], [-1.159, -1.922, 0.775]], "smiles": "C[P@]1(=O)OC[C@H]2CCCN21", "total_charge": 0, "homo_lumo_gap_ev": 10.5, "homo_ev": -9.61}

=====

Model x:
{"formula": "C6H12NO2P", "method": "ωB97M-V/def2-TZVPD", "symbols": ["C", "P", "O", "O", "C", "C", "C", "C", "N", "C", "H", "H", "H", "H", "H", "H", "H", "H", "H", "H", "H", "H"], "xyz": [[0.069, 3.151, 0.187], [0.647, 1.694, 1.026], [0.280, 1.751, 2.454], [2.237, 1.527, 1.042], [-0.075, 0.195, 0.291], [-0.833, -0.669, 1.003], [-1.279, -1.771, 0.105], [-0.418, -1.658, -1.183], [0.627, -2.705, -1.209], [0.144, -0.216, -1.131], [-0.435, 2.866, -0.726], [-0.635, 3.754, 0.794], [0.927, 3.820, -0.026], [2.291, 0.999, 1.876], [-1.122, -0.539, 2.058], [-2.326, -1.647, -0.194], [-1.217, -2.764, 0.628], [-1.040, -1.778, -2.065], [1.184, -2.640, -0.361], [0.250, -3.622, -1.324], [1.192, -0.149, -1.456], [-0.471, 0.402, -1.790]], "smiles": "C[P@](=O)(O)C1=CC[C@H](N)C1", "total_charge": 0, "homo_lumo_gap_ev": 10.1, "homo_ev": -9.28}

=====

Name the most stable of them. model x.